(1)
Formula: C25H48P4PtS
Source: the OMol25 dataset
Level of theory: ωB97M-V/def2-TZVPD

HOMO level (alpha / beta), hartree: -0.6134 / -0.7095
Orbital gap (alpha / beta), eV: 6.48 / 4.89
Calculated total energy, eV: -77899.35284
Strongest force on any atom, eV Å⁻¹: 4.42
LUMO (alpha / beta), eV: -10.2 / -14.4
Charge: +4
Spin multiplicity: 5

```
79
Properties=species:S:1:pos:R:3:lowdin_spin:R:1
Pt 0.000 0.000 0.000 0.63
P 1.761 1.072 0.992 0.19
P -1.753 1.489 0.157 0.11
P 0.485 0.773 -2.128 0.16
H -1.041 -2.601 -0.552 0.02
C -0.359 -1.892 -1.025 0.23
C 1.016 -1.829 -0.550 0.06
H 1.317 -2.478 0.268 0.00
C 2.287 0.675 2.727 0.04
C 1.875 2.921 1.145 0.03
C 3.400 0.747 0.187 0.03
C -3.402 1.049 -0.588 0.05
C -2.373 2.049 1.818 0.01
C -1.624 3.204 -0.553 0.00
C 1.647 -0.210 -3.182 0.02
C 1.232 2.439 -2.447 0.04
C -0.928 0.840 -3.321 0.03
H -0.542 -1.854 -2.101 0.02
H 1.817 -1.731 -1.278 0.00
H 2.371 -0.409 2.845 0.00
H 1.545 1.048 3.436 0.00
H 3.256 1.134 2.958 0.01
H 1.059 3.273 1.785 0.00
H 1.757 3.384 0.162 0.00
H 2.831 3.242 1.578 0.01
H 3.575 -0.333 0.191 0.00
H 4.222 1.253 0.707 0.01
H 3.382 1.078 -0.855 0.00
H -4.148 1.840 -0.441 0.01
H -3.767 0.121 -0.141 0.00
H -3.277 0.867 -1.658 0.00
H -3.184 2.778 1.706 0.00
H -1.550 2.515 2.369 0.00
H -2.744 1.207 2.406 0.00
H -2.533 3.778 -0.342 0.00
H -1.482 3.172 -1.635 0.00
H -0.767 3.717 -0.108 0.00
H 1.726 0.256 -4.170 0.01
H 1.282 -1.233 -3.299 0.00
H 2.638 -0.246 -2.721 0.00
H 1.281 2.638 -3.524 0.01
H 2.246 2.467 -2.040 0.00
H 0.649 3.225 -1.965 0.00
H -0.583 1.078 -4.334 0.01
H -1.655 1.593 -3.011 0.00
H -1.426 -0.134 -3.324 0.00
C -0.616 -2.721 -7.082 0.19
C -1.789 -2.984 -7.800 0.09
C -2.029 -4.263 -8.298 0.04
C -1.110 -5.291 -8.088 0.23
C 0.059 -5.027 -7.372 0.04
C 0.309 -3.752 -6.870 0.09
S -0.238 -1.122 -6.417 0.31
H -1.353 -0.509 -6.853 0.01
H -2.513 -2.191 -7.970 0.00
H -2.943 -4.453 -8.854 0.00
H -1.301 -6.286 -8.478 0.01
H 0.784 -5.818 -7.201 0.00
H 1.222 -3.556 -6.314 0.00
C 0.115 -2.520 3.213 0.07
P -0.559 -1.074 2.286 0.19
C -1.964 -2.110 1.714 0.02
C -1.078 -0.418 3.941 0.32
C -0.161 -0.135 4.981 0.09
C -0.599 0.312 6.232 0.07
C -1.959 0.465 6.487 0.31
C -2.886 0.148 5.500 0.10
C -2.453 -0.301 4.250 0.07
H -0.586 -2.912 3.983 0.01
H 0.338 -3.344 2.504 0.01
H 1.077 -2.257 3.695 0.00
H -1.645 -3.060 1.261 0.00
H -2.534 -2.481 2.589 0.00
H -2.656 -1.523 1.081 0.00
H 0.896 -0.282 4.861 0.00
H 0.122 0.529 7.010 0.00
H -2.295 0.807 7.457 0.01
H -3.945 0.241 5.703 0.00
H -3.215 -0.555 3.528 0.00
```

(2)
Formula: C25H49BrF6N3O10P2S
Source: the OMol25 dataset
Level of theory: ωB97M-V/def2-TZVPD

HOMO level, hartree: -0.2212
Orbital gap, eV: 8.26
Calculated total energy, eV: -167428.18460
Strongest force on any atom, eV Å⁻¹: 1.33
LUMO, eV: 2.2
Charge: -1

```
97
Properties=species:S:1:pos:R:3:lowdin_charge:R:1
C -4.532 -3.428 -0.131 -0.09
O -3.140 -3.457 -0.372 -0.21
C -2.474 -2.306 0.098 -0.25
C -0.945 -2.435 0.036 -0.51
P -0.558 -3.902 1.175 0.48
S -0.504 -3.498 3.092 0.15
O -0.461 -1.324 0.697 -0.30
P 0.778 -0.308 -0.107 0.72
C 2.103 -1.294 0.857 -0.18
C 2.768 -2.461 0.172 -0.21
O 3.960 -2.868 0.894 -0.11
C 3.669 -3.777 1.914 -0.13
C 4.818 -3.803 2.902 -0.59
F 6.015 -3.604 2.337 0.14
F 4.687 -2.876 3.868 0.13
F 4.887 -4.996 3.533 0.12
C -0.653 0.756 -0.895 -0.17
C -1.514 1.627 -0.045 -0.76
O -1.661 2.806 -0.227 -0.03
Br -2.594 0.912 1.446 0.77
C 2.095 0.653 -1.097 -0.16
C 2.332 0.457 -2.600 -0.67
N 1.106 0.516 -3.423 0.08
N 3.233 1.549 -3.011 0.06
N 3.089 -0.776 -2.830 0.08
O 0.646 0.822 1.194 -0.30
C 1.702 1.359 1.937 -0.27
C 1.171 2.377 2.946 -0.29
C 0.357 3.463 2.232 -0.07
C 0.485 1.729 4.194 -0.37
C -0.718 2.528 4.706 -0.10
C 0.055 0.268 4.028 -0.09
O 0.673 -1.502 -1.414 -0.21
C -0.323 -2.443 -1.416 -0.49
O -1.377 -2.047 -2.317 0.00
C 0.306 -3.715 -2.048 -0.03
C -0.378 -5.080 -1.967 -0.29
O -1.718 -5.081 -2.366 0.03
C 0.404 -6.059 -2.854 -0.57
F 1.718 -6.102 -2.551 0.14
F -0.068 -7.313 -2.730 0.14
F 0.320 -5.733 -4.163 0.13
H -5.056 -3.656 -1.060 0.08
H -4.796 -4.184 0.615 0.09
H -4.854 -2.454 0.242 0.09
H -2.707 -2.138 1.158 0.10
H -2.773 -1.413 -0.448 0.11
H 0.645 -4.503 0.764 -0.03
H -1.501 -4.893 0.898 -0.01
H 2.924 -0.658 1.173 0.08
H 1.601 -1.648 1.761 0.06
H 3.106 -2.238 -0.836 0.10
H 2.120 -3.341 0.132 0.07
H 3.524 -4.795 1.533 0.14
H 2.783 -3.475 2.485 0.12
H -0.156 1.500 -1.512 0.07
H -1.287 0.175 -1.561 0.08
H 3.060 0.420 -0.647 0.09
H 1.952 1.723 -0.914 0.09
H 1.176 1.191 -4.166 0.06
H 0.823 -0.385 -3.770 0.05
H 3.396 1.494 -4.011 0.06
H 2.786 2.437 -2.818 0.07
H 3.570 -0.704 -3.719 0.07
H 2.450 -1.558 -2.892 0.05
H 2.260 0.608 2.501 0.10
H 2.449 1.873 1.316 0.12
H 2.078 2.869 3.321 0.13
H 0.757 3.602 1.224 0.08
H -0.691 3.204 2.108 0.04
H 0.450 4.421 2.745 0.08
H 1.214 1.760 5.011 0.12
H -0.456 3.579 4.857 0.07
H -1.025 2.142 5.681 0.07
H -1.559 2.477 4.015 0.05
H -0.833 0.187 3.400 0.02
H -0.220 -0.128 5.011 0.08
H 0.826 -0.381 3.623 0.05
H -0.962 -1.432 -2.933 0.09
H 1.345 -3.823 -1.750 0.11
H 0.322 -3.481 -3.118 0.13
H -0.325 -5.531 -0.978 0.12
H -1.830 -4.441 -3.078 0.10
O -0.865 7.910 -0.773 0.11
C -1.880 7.510 -1.268 -0.53
O -3.053 7.874 -0.704 0.00
C -4.320 7.536 -1.270 -0.25
C -4.778 6.153 -0.855 -0.06
C -1.885 6.582 -2.461 0.02
H -4.300 7.654 -2.355 0.11
H -5.001 8.292 -0.881 0.12
H -4.103 5.378 -1.214 0.07
H -5.775 5.951 -1.250 0.08
H -4.812 6.081 0.232 0.09
H -1.779 5.559 -2.098 0.09
H -1.021 6.827 -3.074 0.09
H -2.775 6.653 -3.081 0.07
```

(3)
Formula: C25H49N4O6
Source: the OMol25 dataset
Level of theory: ωB97M-V/def2-TZVPD

HOMO level (alpha / beta), hartree: -0.1672 / -0.1672
Energy above the lowest of the compared OMol25 structures with the same formula, charge and spin, kJ/mol: 0.0
Orbital gap (alpha / beta), eV: 6.43 / 6.39
Calculated total energy, eV: -44961.86267
Strongest force on any atom, eV Å⁻¹: 3.14
LUMO (alpha / beta), eV: 1.9 / 1.8
Charge: -1
Spin multiplicity: 3

```
84
Properties=species:S:1:pos:R:3:lowdin_spin:R:1
C -0.116 3.429 -0.426 0.00
C -1.360 3.507 -1.297 0.00
O -2.417 4.029 -0.527 0.00
N -3.513 4.389 -1.408 0.00
C -4.739 4.057 -0.683 0.00
C -4.794 2.595 -0.199 0.00
C -4.801 1.554 -1.320 0.00
C -4.880 0.113 -0.880 0.00
N -5.709 -0.205 0.262 0.00
O -4.301 -0.779 -1.454 0.01
C -5.960 4.363 -1.610 0.00
O -6.906 4.971 -1.087 0.00
O -5.816 3.934 -2.786 0.00
H -0.402 3.278 0.614 0.00
H 0.455 4.358 -0.485 0.00
H 0.514 2.603 -0.753 0.00
H -1.184 4.134 -2.181 0.00
H -1.629 2.504 -1.652 0.00
H -3.460 3.744 -2.198 0.00
H -4.794 4.697 0.196 0.00
H -3.924 2.416 0.441 0.00
H -5.687 2.500 0.424 0.00
H -5.655 1.741 -1.982 0.00
H -3.900 1.631 -1.930 0.00
H -5.211 0.079 1.104 0.00
H -6.525 0.402 0.235 0.00
C -1.691 -2.582 -3.182 0.00
C -0.711 -1.594 -2.542 0.03
C 0.505 -2.311 -1.945 0.02
C 0.196 -3.067 -0.656 0.00
C -0.453 -2.142 0.371 0.02
C -1.707 -1.440 -0.154 0.02
N -1.356 -0.785 -1.460 0.40
O -0.816 0.359 -1.303 0.49
C -2.887 -2.414 -0.282 0.00
C -2.135 -0.338 0.810 0.00
C -0.264 -0.636 -3.641 0.00
H -2.112 -3.302 -2.491 0.00
H -2.515 -2.041 -3.648 0.00
H -1.162 -3.141 -3.956 0.00
H 1.274 -1.560 -1.733 0.00
H 0.914 -2.983 -2.705 0.00
H -0.442 -3.932 -0.862 0.00
H 1.128 -3.463 -0.244 0.00
H -0.719 -2.696 1.276 0.00
H 0.276 -1.382 0.669 0.00
H -3.672 -1.995 -0.912 0.00
H -3.306 -2.575 0.712 0.00
H -2.605 -3.394 -0.664 0.00
H -1.327 0.360 1.014 0.00
H -2.446 -0.802 1.748 0.00
H -2.975 0.220 0.398 0.00
H -1.105 -0.045 -4.002 0.00
H 0.130 -1.228 -4.471 0.00
H 0.508 0.045 -3.296 0.00
C 5.585 -0.413 0.220 0.00
C 4.401 0.172 0.995 0.03
C 4.870 1.086 2.133 0.02
C 5.465 0.329 3.318 0.00
C 4.484 -0.719 3.838 0.02
C 4.017 -1.696 2.755 0.03
N 3.524 -0.899 1.580 0.38
O 2.316 -0.515 1.716 0.52
C 5.145 -2.664 2.372 0.00
C 2.848 -2.536 3.261 0.00
C 3.564 0.970 -0.001 0.00
H 6.248 -1.034 0.812 0.00
H 5.225 -1.005 -0.622 0.00
H 6.180 0.412 -0.174 0.00
H 4.012 1.669 2.480 0.00
H 5.592 1.796 1.723 0.00
H 6.417 -0.133 3.040 0.00
H 5.692 1.036 4.118 0.00
H 4.927 -1.299 4.652 0.00
H 3.607 -0.209 4.248 0.00
H 4.934 -3.151 1.419 0.00
H 5.212 -3.435 3.140 0.00
H 6.123 -2.194 2.314 0.00
H 2.033 -1.916 3.622 0.00
H 3.202 -3.164 4.080 0.00
H 2.463 -3.179 2.469 0.00
H 3.138 0.316 -0.762 0.00
H 4.216 1.695 -0.492 0.00
H 2.750 1.502 0.481 0.00
```

(4)
Formula: C25H50BCl2O8PS
Source: the OMol25 dataset
Level of theory: ωB97M-V/def2-TZVPD

HOMO level, hartree: -0.2390
Energy above the lowest of the compared OMol25 structures with the same formula, charge and spin, kJ/mol: 332.9
Orbital gap, eV: 6.87
Calculated total energy, eV: -88956.04370
Strongest force on any atom, eV Å⁻¹: 5.04
LUMO, eV: 0.4

```
88
Properties=species:S:1:pos:R:3:lowdin_charge:R:1
C -1.390 0.018 -5.899 -0.10
C -0.798 0.554 -4.545 -0.25
C 0.676 0.027 -4.260 -0.13
C 1.139 0.758 -2.916 -0.23
O 1.020 -0.145 -1.858 -0.17
C 0.977 0.312 -0.501 -0.27
C 2.217 1.226 -0.297 -0.49
Cl 2.186 2.969 -0.813 0.73
C 3.590 0.547 -0.771 -0.21
C 4.574 1.553 -1.510 -0.16
C -0.537 0.831 -0.424 -0.17
C -0.935 2.335 -0.509 -0.18
O -0.598 3.165 0.588 -0.29
C -0.683 4.549 0.278 -0.12
O -1.282 -0.026 0.476 -0.14
C -0.305 -0.485 1.477 -0.33
B -1.095 -1.686 2.265 -0.58
O -0.650 -2.312 3.444 0.09
O -2.323 -2.154 1.697 0.02
C -2.603 -3.504 2.081 -0.24
C -3.625 -4.183 1.076 -0.06
P -0.431 0.877 2.722 1.05
C -2.158 1.261 3.292 -0.35
C -3.076 2.034 2.248 -0.14
C 0.859 2.122 3.033 -0.43
C 0.158 3.361 3.786 -0.14
C 0.972 -0.852 0.626 -0.20
C 0.918 -2.173 -0.291 -0.11
C -0.397 -2.728 -0.875 -0.18
C -1.376 -1.964 -1.786 -0.18
S -2.324 -3.213 -2.800 0.70
O -3.653 -2.625 -3.116 -0.34
O -1.531 -3.449 -4.044 -0.34
O -2.484 -4.648 -2.006 -0.19
C 2.203 -1.268 1.498 -0.16
C 2.962 -0.701 2.727 -0.62
C 3.921 0.550 2.650 -0.13
Cl 2.033 -0.722 4.335 0.59
H -2.013 -0.880 -5.661 0.07
H -2.082 0.798 -6.298 0.07
H -0.608 -0.214 -6.661 0.08
H -1.443 0.367 -3.657 0.09
H -0.691 1.668 -4.626 0.10
H 1.360 0.336 -5.079 0.11
H 0.665 -1.067 -4.056 0.12
H 2.220 1.025 -3.088 0.11
H 0.579 1.719 -2.878 0.10
H 2.299 1.322 0.817 0.06
H 4.173 0.134 0.076 0.07
H 3.430 -0.281 -1.496 0.11
H 4.946 2.359 -0.847 0.06
H 4.176 1.904 -2.485 0.05
H 5.474 0.926 -1.766 0.08
H -1.027 0.499 -1.383 0.13
H -2.062 2.350 -0.609 0.14
H -0.571 2.841 -1.446 0.11
H 0.335 4.912 -0.019 0.07
H -1.059 5.158 1.131 0.09
H -1.388 4.721 -0.577 0.10
H -1.115 -1.990 4.223 0.11
H -1.691 -4.158 2.053 0.12
H -2.982 -3.596 3.132 0.12
H -3.052 -4.899 0.443 0.06
H -4.154 -3.406 0.478 0.09
H -4.392 -4.791 1.614 0.08
H -2.754 0.358 3.591 0.08
H -2.157 1.904 4.208 0.08
H -3.191 1.494 1.287 0.06
H -4.097 2.076 2.718 0.07
H -2.747 3.086 2.102 0.06
H 1.329 2.644 2.153 0.06
H 1.707 1.871 3.715 0.03
H -0.111 3.119 4.834 0.07
H 0.847 4.241 3.710 0.08
H -0.728 3.631 3.164 0.04
H 1.773 -2.180 -1.020 0.14
H 1.244 -3.078 0.303 0.13
H -0.996 -3.229 -0.067 0.11
H -0.077 -3.627 -1.484 0.13
H -2.188 -1.410 -1.247 0.11
H -0.983 -1.276 -2.561 0.06
H -3.440 -4.701 -1.821 0.08
H 1.803 -2.185 2.033 0.12
H 2.976 -1.708 0.812 0.13
H 3.716 -1.507 2.963 0.10
H 3.420 1.529 2.520 0.05
H 4.802 0.382 1.988 0.08
H 4.371 0.600 3.681 0.08
```